Formula: C3H2INS
Source: the OMol25 dataset
Level of theory: ωB97M-V/def2-TZVPD

Geometry as XYZ:
```
8
Properties=species:S:1:pos:R:3:forces:R:3
C -0.7278 -1.0068 -0.1255 0.881 -2.869 -0.386
C -0.7162 0.3571 0.2709 -0.923 0.314 -6.364
C -3.2880 -0.1712 -0.0376 -3.456 -2.549 1.497
N -0.7005 -2.1560 -0.2530 -0.029 1.084 -0.150
S -2.3105 0.9923 -0.3412 -1.051 2.872 0.089
I -5.4761 -0.1213 0.1345 1.896 0.351 -0.643
H -0.6361 0.2521 1.2757 0.882 1.602 3.213
H -0.3347 0.9931 -0.6315 1.800 -0.806 2.745
```
Forces are in eV/Å.

Calculated values
LUMO level	-0.98	eV
energy above the lowest of the compared OMol25 structures with the same formula, charge and spin	412.1	kJ/mol
calculated total energy	-23564.2877	eV
maximum force	6.439	eV/Å

These are the Löwdin partial charges, in e, on atoms 1 to 6:
1. C -0.39
2. C -0.39
3. C -1.01
4. N 0.18
5. S 0.81
6. I 0.63